Entry 1:
DFT (the ωB97M-V functional and the def2-TZVPD basis) results for C27H28HfN3O2P as an isolated structure at a distorted geometry.

Structure (XYZ):
```
62
Properties=species:S:1:pos:R:3:lowdin_charge:R:1
N 1.038 -0.679 -1.729 0.060
C 2.072 -0.780 -2.239 -0.080
C 3.383 -0.907 -2.884 0.043
H 3.786 0.084 -3.088 0.119
H 3.277 -1.455 -3.820 0.126
H 4.063 -1.445 -2.224 0.118
N -2.316 -2.261 -0.630 0.064
C -3.016 -3.181 -0.572 -0.051
C -3.903 -4.347 -0.497 0.055
H -3.827 -4.923 -1.418 0.129
H -4.932 -4.014 -0.361 0.130
H -3.611 -4.972 0.346 0.129
N -1.765 1.550 -0.272 0.032
C -2.181 2.603 -0.031 -0.084
C -2.707 3.937 0.277 0.047
H -3.146 3.934 1.273 0.124
H -3.468 4.207 -0.455 0.126
H -1.896 4.664 0.241 0.124
Hf -0.905 -0.505 -0.602 1.464
C -1.892 -0.547 1.355 -0.112
O -2.394 -0.570 2.378 0.259
C 0.180 -2.194 0.279 -0.083
O 0.746 -3.065 0.749 0.281
C -1.157 -0.823 -4.193 -0.101
C -0.965 0.525 -4.064 -0.101
C -1.937 1.294 -3.562 -0.102
C -3.122 0.732 -3.172 -0.102
C -3.310 -0.587 -3.299 -0.102
C -2.316 -1.373 -3.813 -0.102
H -0.388 -1.448 -4.620 0.131
H -0.042 0.982 -4.388 0.130
H -1.785 2.360 -3.487 0.130
H -3.920 1.347 -2.785 0.130
H -4.257 -1.017 -3.012 0.131
H -2.465 -2.434 -3.939 0.130
C 1.755 2.498 1.660 -0.171
P 0.877 1.007 0.990 1.002
C 2.562 0.367 0.607 -0.425
C 3.370 1.027 -0.345 -0.144
C 4.704 0.650 -0.545 -0.059
C 5.257 -0.395 0.192 -0.026
C 4.483 -1.056 1.140 -0.020
C 3.157 -0.674 1.353 -0.076
C 0.180 0.673 2.677 -0.418
C 0.311 -0.592 3.298 -0.126
C -0.207 -0.837 4.575 -0.025
C -0.874 0.171 5.263 -0.004
C -1.040 1.421 4.669 -0.012
C -0.528 1.671 3.390 -0.093
H 2.336 3.024 0.880 0.069
H 2.436 2.222 2.495 0.122
H 1.056 3.273 2.014 0.056
H 2.971 1.847 -0.927 0.116
H 5.309 1.168 -1.276 0.132
H 6.288 -0.688 0.038 0.135
H 4.915 -1.856 1.729 0.132
H 2.647 -1.195 2.125 0.077
H 0.773 -1.422 2.813 0.065
H -0.098 -1.816 5.025 0.132
H -1.276 -0.022 6.250 0.138
H -1.575 2.198 5.200 0.133
H -0.708 2.647 2.971 0.096
```

For the LUMO energy, the calculation gives -15.011 eV. Its HOMO energy is -19.79 eV. As for the total charge: +4. As for the gap between HOMO and LUMO: 0.1757 Ha. As for the total energy: -47571.153 eV.


Entry 2:
DFT (the ωB97M-V functional and the def2-TZVPD basis) results for C27H28I2InN2O4S7Sb as an isolated structure.

Structure (XYZ):
```
72
Properties=species:S:1:pos:R:3:lowdin_charge:R:1
In 0.491 -0.727 -0.364 0.373
C -1.177 3.490 -0.735 -0.012
C 0.042 3.190 -1.552 -0.258
N 0.294 3.902 -2.624 0.107
C 1.398 3.618 -3.353 -0.119
C 2.300 2.644 -3.016 -0.167
C 3.523 2.431 -3.862 -0.212
O 4.679 3.121 -3.366 -0.067
C 2.040 1.848 -1.877 -0.082
C 3.009 0.885 -1.390 -0.037
N 2.733 -0.016 -0.520 0.057
C 3.754 -0.707 0.190 -0.274
C 5.113 -0.559 -0.077 -0.027
C 6.064 -1.197 0.696 -0.089
C 5.672 -1.989 1.765 -0.093
C 4.329 -2.151 2.035 -0.144
C 3.367 -1.521 1.255 -0.650
I 1.806 0.887 3.520 -0.242
C 0.863 2.081 -1.142 -0.309
O 0.495 1.383 -0.120 -0.126
H -1.821 4.177 -1.282 0.073
H -0.893 3.934 0.223 0.090
H -1.712 2.572 -0.487 0.072
H 1.549 4.217 -4.245 0.101
H 3.357 2.835 -4.860 0.112
H 3.738 1.363 -3.966 0.117
H 4.721 2.985 -2.413 0.073
H 4.041 1.026 -1.713 0.108
H 5.448 0.055 -0.902 0.098
H 7.114 -1.079 0.457 0.096
H 6.410 -2.490 2.378 0.100
H 4.003 -2.780 2.853 0.112
S 3.859 -4.291 -0.672 -0.153
Sb 1.760 -3.972 0.081 0.060
S 1.668 -1.860 1.658 0.460
S 0.471 -2.851 -1.564 0.068
S 0.736 -5.724 1.067 -0.178
C -1.534 -0.269 5.267 -0.572
C -2.351 0.553 4.273 -0.529
S -1.912 0.329 2.522 0.820
C -3.386 -0.464 1.841 -0.550
C -3.546 -1.940 2.189 -0.534
S -2.201 -2.982 1.534 0.836
C -1.519 -3.683 3.063 -0.561
C -0.821 -2.693 3.996 -0.542
S -1.918 -2.039 5.303 0.824
H -1.742 0.088 6.279 0.060
H -0.467 -0.141 5.076 -0.031
H -2.186 1.611 4.487 0.063
H -3.416 0.338 4.383 0.067
H -3.262 -0.341 0.767 0.026
H -4.273 0.096 2.155 0.072
H -4.486 -2.313 1.772 0.061
H -3.571 -2.071 3.268 0.022
H -0.794 -4.411 2.696 -0.039
H -2.312 -4.228 3.581 0.064
H -0.457 -1.831 3.441 -0.015
H 0.031 -3.170 4.481 0.071
I -6.709 1.907 -5.139 0.803
C -5.003 1.297 -4.096 -0.742
C -5.134 0.389 -3.056 -0.151
C -3.999 -0.005 -2.363 -0.002
C -2.753 0.494 -2.716 -0.109
C -2.640 1.400 -3.762 -0.001
C -3.767 1.813 -4.456 -0.148
C -1.521 0.084 -1.967 -0.613
O -0.412 0.151 -2.529 -0.010
O -1.664 -0.299 -0.762 -0.097
H -6.106 -0.001 -2.785 0.088
H -4.070 -0.709 -1.543 0.120
H -1.660 1.785 -4.014 0.121
H -3.683 2.527 -5.264 0.089
```

For the LUMO energy, the calculation gives 2.963 eV. Its HOMO energy is -2.19 eV. As for the total charge: -2. As for the gap between HOMO and LUMO: 0.1893 Ha. As for the total energy: -143390.723 eV.


Entry 3:
DFT (the ωB97M-V functional and the def2-TZVPD basis) results for C27H28I2N4O2S2Ti as an isolated structure at a distorted geometry.

Structure (XYZ):
```
66
Properties=species:S:1:pos:R:3:lowdin_spin:R:1
Ti -0.404 -0.013 -0.030 0.936
C 1.958 -1.190 -0.774 0.006
C 2.854 -0.184 -0.072 0.001
C 4.213 -0.314 -0.321 0.000
C 5.115 0.624 0.146 0.000
C 4.628 1.753 0.777 0.000
C 3.272 1.929 1.037 0.000
C 2.832 3.277 1.536 0.000
C 2.389 0.889 0.708 0.000
N 0.998 0.931 1.043 -0.005
C 0.587 1.469 2.246 0.002
O 1.252 1.820 3.195 0.004
C -0.934 1.429 2.382 0.015
C -1.682 1.870 3.458 -0.003
C -2.990 1.406 3.562 0.013
C -3.455 0.401 2.712 -0.002
C -2.632 -0.006 1.684 0.012
N -1.488 0.648 1.469 0.001
C -2.630 -1.403 1.052 0.004
O -3.544 -2.173 1.245 0.002
N -1.414 -1.647 0.459 0.006
C -1.036 -3.013 0.255 0.006
C -1.542 -3.753 -0.813 0.001
C -2.521 -3.169 -1.794 0.000
C -1.097 -5.062 -0.979 0.000
C -0.175 -5.622 -0.112 0.001
C 0.312 -4.873 0.948 0.000
C -0.113 -3.565 1.149 0.001
C 0.391 -2.787 2.336 0.001
H 2.410 -1.461 -1.726 0.002
H 1.000 -0.787 -1.124 0.004
H 1.775 -2.101 -0.201 0.002
H 4.558 -1.154 -0.913 0.000
H 6.175 0.510 -0.041 0.000
H 5.309 2.550 1.053 0.000
H 3.497 4.038 1.125 0.000
H 2.850 3.341 2.622 0.000
H 1.820 3.515 1.209 0.000
H -1.223 2.497 4.208 0.000
H -3.613 1.746 4.379 0.001
H -4.384 -0.124 2.886 0.000
H -1.999 -2.658 -2.607 0.000
H -3.184 -2.443 -1.331 0.000
H -3.130 -3.960 -2.232 0.000
H -1.489 -5.646 -1.803 0.000
H 0.158 -6.642 -0.255 0.000
H 1.028 -5.306 1.636 0.000
H 1.213 -3.317 2.817 0.000
H -0.400 -2.649 3.077 0.000
H 0.755 -1.790 2.075 0.000
I 1.517 -0.748 -4.833 0.149
C -0.469 -1.139 -4.916 0.747
I -2.128 0.610 -2.049 0.004
H -0.823 -2.084 -4.542 0.040
H -1.113 -0.415 -5.382 0.036
S 1.302 2.242 -2.081 0.004
C 0.062 3.313 -1.876 0.002
N -0.649 3.879 -2.856 0.000
C -1.899 4.542 -2.518 0.000
C -1.863 4.833 -1.009 0.001
S -0.528 3.817 -0.316 0.005
H -0.488 3.528 -3.788 0.000
H -2.738 3.889 -2.764 0.000
H -1.994 5.465 -3.088 0.000
H -2.800 4.552 -0.535 0.000
H -1.659 5.881 -0.804 0.000
```

As for the spin multiplicity: 3. The expectation value of S² is 2.01. For the LUMO energy (alpha / beta), the calculation gives -0.830 / -0.888 eV. Its HOMO energy (alpha / beta) is -7.79 / -8.22 eV. As for the gap between HOMO and LUMO (alpha / beta): 0.2557 / 0.2695 Ha. As for the total energy: -99497.929 eV.